Below is a molecular structure, CH6N3S2 in a non-equilibrium geometry, with properties calculated with ωB97M-V with the def2-TZVPD basis set.

## Properties
Energy relative to the best compared isomer or geometry (same formula, charge and spin)   277.1 kJ/mol
Frontier orbital gap (spin up / spin down)   0.283 / 0.283 hartree
E_tot   -1001.9771 Eh
Strongest force on any atom   0.0743 Eh/bohr

Structure (ORCA input):
```
! RIJCOSX wB97M-V def2-TZVPD def2/J DEFGRID3
* xyz 1 1
S 1.3719 0.7587 -0.9712
S 0.2784 -2.1629 -1.4200
N 1.2125 2.0920 -0.1856
N -1.1123 0.2714 1.1437
N -0.2567 -0.7413 -0.6889
C -0.9863 -0.8217 0.4348
H 1.7326 2.2418 0.6983
H -1.7456 0.5761 1.8833
H 0.4752 1.1492 -1.9724
H -0.4867 1.0855 0.7256
H -1.4181 -1.7819 0.6821
H 0.9352 -2.6668 -0.3297
*
```